{
  "formula": "C6H12N2O",
  "method": "ωB97M-V with the def2-TZVPD basis set",
  "species": ["H", "N", "C", "N", "C", "O", "H", "H", "H", "C", "C", "C", "C", "H", "H", "H", "H", "H", "H", "H", "H"],
  "xyz": [[2.67952, -0.36987, -2.03963], [2.06880, -0.06367, -1.28296], [1.17509, 0.76835, -1.63587], [0.97605, 1.34617, -2.84917], [0.20467, 1.25380, -0.59190], [-0.75854, 1.93962, -0.84956], [1.41567, 0.97502, -3.67040], [0.12258, 1.87330, -2.96921], [0.63171, 1.17513, 0.43029], [-0.83598, -1.04964, -0.21736], [-0.71523, -0.76306, 1.08434], [-1.76411, 0.00303, 1.82612], [0.46263, -1.21611, 1.88943], [-1.73720, -0.81665, -0.76237], [-0.10298, -1.65676, -0.72159], [-2.16144, -0.60533, 2.63036], [-1.34670, 0.90994, 2.25712], [-2.57591, 0.29632, 1.16821], [0.81362, -0.41659, 2.53920], [0.17093, -2.05391, 2.52421], [1.27681, -1.52911, 1.24075]],
  "forces_ev_per_angstrom": [[-0.06, 0.23, -0.02], [0.07, -0.15, 0.33], [0.05, -0.39, -0.61], [-0.31, 0.15, -0.18], [0.57, 1.45, 0.78], [0.17, -0.33, -0.13], [0.06, -0.04, -0.02], [0.08, -0.08, 0.04], [-0.31, -0.16, -0.28], [-0.29, -0.66, 0.67], [-0.26, -0.39, -0.43], [0.04, 0.05, -0.40], [0.01, 0.02, -0.22], [-0.08, 0.24, -0.08], [0.20, 0.01, -0.08], [-0.11, -0.08, 0.28], [0.11, 0.13, 0.17], [-0.13, 0.00, -0.05], [0.09, 0.08, 0.11], [0.01, -0.02, 0.10], [0.08, -0.03, 0.00]],
  "mulliken_charge": [0.20, -0.56, 0.19, -0.42, 0.42, -0.61, 0.21, 0.23, 0.32, -1.20, 0.90, -1.23, -1.21, 0.33, 0.40, 0.41, 0.29, 0.31, 0.31, 0.39, 0.32],
  "gap_ha": 0.353,
  "de_lowest_ev": 1.4554,
  "lumo_energy_ev": 0.55,
  "total_energy_ha": -420.53041
}

{
  "formula": "C6H12N2O",
  "method": "ωB97M-V with the def2-TZVPD basis set",
  "species": ["C", "C", "C", "C", "C", "C", "N", "N", "O", "H", "H", "H", "H", "H", "H", "H", "H", "H", "H", "H", "H"],
  "xyz": [[0.67682, 1.50027, -1.90018], [-0.30370, 1.86275, -0.94545], [0.66153, -0.02902, -0.06117], [-0.50752, -2.19353, 0.73835], [-0.94900, 1.26453, 1.30608], [-0.38087, -1.33731, -0.45619], [1.16239, 0.40767, -1.30199], [-0.31238, 1.07992, 0.09970], [1.45027, -0.39160, 0.90950], [1.04198, 1.89577, -2.78020], [-0.90536, 2.64912, -0.90468], [-0.95226, -1.63621, 1.53649], [0.35074, -2.76757, 1.13113], [-1.07039, -3.18253, 0.64376], [-0.04266, 1.14187, 2.05508], [-1.49118, 2.21200, 1.34927], [-1.63276, 0.42472, 1.61684], [-1.32343, -0.90163, -0.90834], [0.21353, -1.80185, -1.34428], [1.94094, -0.22319, -1.76802], [2.37331, 0.02582, 0.98429]],
  "forces_ev_per_angstrom": [[0.36, -4.05, 4.25], [0.54, -1.75, 1.67], [-3.37, -0.01, -1.95], [-0.37, -2.63, 0.97], [0.07, -0.62, 3.95], [1.38, -0.15, -2.82], [4.42, -0.94, -4.26], [1.83, 0.20, -2.04], [2.45, 0.46, 1.14], [0.42, 0.78, -1.94], [-2.64, 3.41, -0.45], [-0.35, -0.02, 0.69], [0.58, 1.29, -0.37], [-0.39, 1.66, -0.76], [-1.97, 0.73, -0.82], [0.29, -0.14, 0.18], [0.53, 0.67, -0.69], [1.00, -0.52, 0.79], [-1.19, 0.39, 1.65], [-1.82, 1.68, 1.00], [-1.77, -0.43, -0.21]],
  "mulliken_charge": [-0.33, 0.02, 0.02, -1.08, -0.57, -0.27, -0.04, 0.12, -0.42, 0.51, 0.60, 0.29, 0.34, 0.37, 0.35, 0.34, 0.25, 0.32, 0.35, 0.39, 0.43],
  "gap_ha": 0.288,
  "de_lowest_ev": 2.1072,
  "charge": 2,
  "lumo_energy_ev": -11.55,
  "total_energy_ha": -419.79557
}

{
  "formula": "C6H12N2O2",
  "method": "ωB97M-V with the def2-TZVPD basis set",
  "species": ["C", "C", "C", "N", "C", "C", "N", "H", "H", "H", "H", "H", "H", "H", "H", "H", "H", "O", "C", "O", "H", "H"],
  "xyz": [[-1.12787, -0.39776, 1.04110], [-0.24188, 0.53913, 0.21890], [-1.04282, 1.25007, -0.87232], [0.81546, -0.27122, -0.40749], [0.43528, 1.58803, 1.14697], [-0.51086, 2.46999, 1.83648], [-1.25588, 3.16859, 2.37816], [-1.56129, -1.17095, 0.39412], [-0.54407, -0.88850, 1.83291], [-1.95124, 0.15692, 1.51048], [-1.90993, 1.76979, -0.44320], [-0.41594, 1.98710, -1.39480], [-1.41040, 0.52276, -1.60727], [1.72759, 0.17796, -0.37893], [1.05416, -1.33777, 0.16174], [1.03360, 1.07712, 1.91637], [1.11965, 2.22135, 0.56263], [-0.26390, -2.47402, -2.38258], [0.82368, -2.25064, -1.89055], [1.26268, -2.98549, -0.56533], [1.71291, -1.95812, -2.48443], [2.25108, -3.19432, -0.57297]],
  "forces_ev_per_angstrom": [[-0.25, 0.10, 0.04], [0.28, -0.19, 0.29], [-0.15, 0.05, -0.10], [1.31, -3.93, 1.98], [0.08, -0.06, 0.11], [-0.59, 0.58, 0.37], [0.62, -0.64, -0.48], [0.14, 0.15, 0.11], [-0.12, 0.11, -0.20], [0.18, -0.13, -0.10], [0.23, -0.04, -0.08], [-0.16, -0.19, 0.09], [0.15, 0.13, 0.20], [-0.16, 0.27, -0.13], [-1.20, 4.21, -1.79], [-0.15, 0.06, -0.22], [-0.18, -0.16, 0.09], [2.81, 1.06, 2.17], [-1.05, -3.46, -0.45], [0.46, 0.94, -2.28], [-0.37, 0.48, 0.73], [-1.87, 0.65, -0.37]],
  "mulliken_charge": [-1.74, 1.07, -1.61, -0.57, -0.60, 0.13, -0.47, 0.40, 0.40, 0.45, 0.40, 0.37, 0.36, 0.25, 0.43, 0.34, 0.44, -0.42, 0.32, -0.58, 0.31, 0.32],
  "gap_ha": 0.376,
  "de_lowest_ev": 2.4269,
  "lumo_energy_ev": 0.34,
  "total_energy_ha": -495.74834
}

{
  "formula": "C6H12N2OPZr",
  "method": "ωB97M-V with the def2-TZVPD basis set",
  "species": ["C", "C", "C", "C", "C", "Zr", "P", "H", "H", "H", "H", "H", "H", "H", "H", "N", "C", "N", "O", "H", "H", "H", "H"],
  "xyz": [[-0.36476, -0.18831, -2.22867], [-0.55200, -1.28943, -3.19956], [-0.02698, -2.48320, -2.67427], [0.50766, -2.23468, -1.39513], [0.34196, -0.81677, -1.04810], [-1.50158, 0.61723, -0.25171], [-0.45712, 2.94085, -0.27842], [-0.21278, 0.85649, -2.53390], [-1.02125, -1.15134, -4.16979], [-0.02450, -3.45488, -3.17996], [1.10203, -0.28682, -0.45567], [0.99067, -2.95352, -0.73442], [-1.03242, 3.94623, 0.57594], [-0.64823, 3.66333, -1.51356], [0.90462, 3.33561, -0.08187], [0.40479, 1.06711, 3.17584], [-0.02239, -0.01365, 2.50874], [0.27702, -1.23381, 2.97677], [-0.73118, 0.12191, 1.46377], [0.97428, 0.96133, 4.01207], [0.25705, 1.98628, 2.75931], [-0.00049, -2.05872, 2.45317], [0.83558, -1.33124, 3.81939]],
  "forces_ev_per_angstrom": [[0.75, -1.90, 0.01], [0.22, 1.05, 1.51], [-0.28, 0.44, -0.04], [-0.55, 2.25, 0.59], [0.25, -1.16, -2.20], [-0.07, -0.74, -2.53], [-0.37, 1.22, -0.24], [0.05, -0.34, -0.08], [0.04, -0.15, 0.23], [-0.08, 0.50, 0.26], [-0.47, -0.19, -0.10], [-0.09, 0.12, -0.31], [0.37, -0.16, -0.29], [0.09, -0.44, 0.59], [-0.25, -0.20, 0.01], [0.06, -0.06, -0.19], [0.16, -0.32, 0.56], [-0.04, 0.45, -0.14], [0.49, -0.31, 2.62], [-0.23, 0.30, -0.45], [0.11, -0.54, 0.43], [0.06, 0.35, 0.20], [-0.23, -0.16, -0.42]],
  "mulliken_charge": [-0.52, -0.74, -0.42, -0.72, -0.04, 1.04, -0.36, 0.41, 0.42, 0.40, 0.45, 0.39, 0.14, 0.15, 0.14, -0.35, 0.75, -0.35, -0.63, 0.21, 0.20, 0.25, 0.20],
  "gap_ha": [0.210, 0.209],
  "de_lowest_ev": 2.7663,
  "charge": 1,
  "lumo_energy_ev": [-3.58, -3.58],
  "total_energy_ha": -808.61822
}

{
  "formula": "C6H12N2S",
  "method": "ωB97M-V with the def2-TZVPD basis set",
  "species": ["C", "C", "S", "H", "H", "H", "H", "H", "H", "C", "C", "C", "C", "N", "N", "H", "H", "H", "H", "H", "H"],
  "xyz": [[-1.02103, -1.99789, 1.01476], [-1.60203, -3.05367, 1.93793], [-1.40641, -2.24493, -0.74796], [-1.33460, -0.98843, 1.27496], [0.06531, -2.00055, 1.11351], [-1.07805, -2.98423, 2.89766], [-0.43418, -1.42378, -1.21911], [-1.42996, -4.06137, 1.56561], [-2.64330, -2.83958, 2.17528], [0.17641, 1.90297, -2.59196], [1.43496, 0.70859, 0.52371], [0.72933, 1.73301, -1.22302], [1.12707, 2.69913, -0.33234], [0.93052, 0.49486, -0.67634], [1.56001, 2.01971, 0.76401], [1.70922, -0.02939, 1.25369], [1.96598, 2.45260, 1.59850], [1.10305, 3.76761, -0.43615], [0.83812, 1.43597, -3.32670], [0.11622, 2.95966, -2.85352], [-0.80666, 1.44973, -2.71251]],
  "forces_ev_per_angstrom": [[0.61, 0.31, -0.11], [0.22, 0.50, 0.43], [0.03, -0.16, -0.13], [-0.11, -0.08, 0.20], [-0.03, -0.04, -0.15], [0.00, 0.00, -0.05], [-0.20, -0.04, 0.22], [-0.30, -0.05, -0.12], [-0.18, -0.39, -0.29], [0.25, 0.07, -0.33], [-0.13, 0.12, -0.41], [0.05, 0.33, 0.35], [-0.32, -0.47, -0.49], [-0.06, -0.50, 0.06], [0.27, 0.48, 0.28], [0.02, -0.05, 0.12], [-0.03, -0.10, 0.10], [0.11, 0.07, 0.17], [-0.02, -0.06, 0.00], [-0.10, 0.04, 0.06], [-0.09, -0.01, 0.10]],
  "lowdin_spin": [0.03, 0.02, 0.02, 0.01, 0.01, 0.01, 0.00, 0.00, 0.00, 0.02, 0.20, 0.01, 0.23, 0.00, 0.10, 0.06, 0.21, 0.07, 0.00, 0.01, 0.00],
  "gap_ha": [0.083, 0.304],
  "de_lowest_ev": 0.0000,
  "charge": -1,
  "lumo_energy_ev": [3.22, 3.19],
  "total_energy_ha": -743.47873,
  "spin_multiplicity": 2
}

{
  "formula": "C6H12N2S",
  "method": "ωB97M-V with the def2-TZVPD basis set",
  "species": ["C", "C", "C", "C", "N", "N", "H", "H", "H", "H", "H", "H", "C", "C", "S", "H", "H", "H", "H", "H", "H"],
  "xyz": [[1.75099, -2.62371, 0.13540], [0.15486, -1.27411, 1.70236], [0.61383, -1.72235, 0.45434], [-1.35389, -0.88683, 0.13434], [-1.03321, -0.66137, 1.50009], [-0.33631, -1.43285, -0.43948], [0.81124, -1.40153, 2.53627], [-1.62545, -0.09253, 2.10637], [1.64171, -2.74121, -0.95863], [1.57097, -3.64691, 0.50558], [-2.35552, -0.69903, -0.20422], [2.70826, -2.40866, 0.64543], [-1.62482, 2.19570, -0.33270], [1.04462, 2.22451, -1.43321], [-0.58158, 3.04829, -1.55569], [-2.20857, 2.93242, 0.21611], [-2.06815, 1.44039, -0.94984], [-1.13054, 1.55556, 0.38000], [1.78275, 3.02656, -1.42525], [1.13992, 1.69246, -2.38166], [1.09891, 1.47522, -0.63559]],
  "forces_ev_per_angstrom": [[-0.42, -0.93, -0.02], [1.79, -0.23, -1.49], [-0.88, 0.58, 2.86], [0.81, 0.59, 3.05], [-0.79, -0.90, -1.95], [-0.72, -1.08, -2.82], [-0.63, 0.52, 0.93], [0.09, -0.21, 0.53], [1.23, 0.26, 0.33], [-0.41, 0.17, 0.02], [0.13, 0.34, -0.34], [-0.19, 0.52, -1.04], [0.59, -0.14, -0.46], [-0.58, -0.14, -0.91], [0.39, 0.35, 0.65], [-0.41, -0.33, -0.40], [-1.51, 0.05, 0.04], [0.93, 0.49, 0.40], [0.20, -0.34, 0.46], [0.30, -0.14, 0.13], [0.08, 0.56, 0.02]],
  "lowdin_spin": [0.02, 0.20, 0.01, 0.12, 0.08, 0.00, 0.05, 0.19, 0.00, 0.01, 0.04, 0.01, 0.08, 0.02, 0.08, 0.04, 0.01, 0.03, 0.00, 0.00, 0.00],
  "gap_ha": [0.081, 0.294],
  "de_lowest_ev": 1.3647,
  "charge": -1,
  "lumo_energy_ev": [3.16, 3.11],
  "total_energy_ha": -743.42858,
  "spin_multiplicity": 2
}